[1]
Here is an isolated molecule of C6H10O from OMol25. Energies are from wB97M-V/def2-TZVPD.

Geometry (Å):
C -2.142 -0.276 0.053
C -1.106 0.754 -0.338
C -0.108 1.271 0.663
C 0.354 0.433 -0.495
C 0.969 -0.921 -0.237
C 2.447 -0.768 0.063
O 3.106 0.186 -0.273
H -3.091 0.212 0.301
H -1.833 -0.851 0.934
H -2.333 -0.983 -0.762
H -1.470 1.491 -1.052
H 0.153 2.325 0.682
H -0.113 0.795 1.643
H 0.871 0.974 -1.283
H 0.883 -1.583 -1.114
H 0.492 -1.458 0.592
H 2.921 -1.600 0.623

LUMO energy	1.1	eV
SMILES	C[C@H]1C[C@H]1CC=O
orbital gap	10.786	eV

Results of the natural (NBO) charge analysis, in e, for atoms 1 through 4:
1 C -0.609
2 C -0.218
3 C -0.416
4 C -0.230



[2]
Here is a 2-piece molecular cluster, C2H6OS2 overall from OMol25. Energies are from wB97M-V/def2-TZVPD.

Geometry (Å):
C 2.624 1.211 -0.429
C -3.160 -1.382 0.121
O 0.512 -0.257 0.804
S -4.658 -0.838 0.033
S 1.344 1.173 0.949
H 2.326 0.434 -1.207
H 3.628 0.972 0.063
H 2.960 2.126 -0.950
H -2.428 -0.802 0.622
H -2.872 -2.363 -0.134
H -0.275 -0.273 0.129

LUMO energy	-0.6	eV
SMILES	C=S.CSO
orbital gap	8.177	eV

Results of the natural (NBO) charge analysis, in e, for atoms 1 through 4:
1 C -0.803
2 C -0.470
3 O -0.861
4 S 0.110



[3]
Here is a 7-piece molecular cluster, C21H56O21S7 overall from OMol25. Energies are from wB97M-V/def2-TZVPD.

Geometry (Å):
O 4.069 3.114 -3.183
S 3.301 1.921 -3.246
O 2.547 1.427 -2.148
O 2.347 2.005 -4.491
C 2.724 2.855 -5.612
C 2.688 2.035 -6.882
C 4.409 0.635 -3.749
H 3.703 3.297 -5.458
H 1.972 3.641 -5.632
H 1.765 1.467 -7.007
H 3.553 1.386 -7.025
H 2.721 2.727 -7.733
H 4.845 0.953 -4.699
H 3.821 -0.252 -3.969
H 5.185 0.561 -2.995
O 1.665 3.388 0.781
S 3.030 3.743 0.549
O 3.468 4.288 -0.674
O 3.434 4.848 1.620
C 3.016 4.640 2.988
C 4.155 4.975 3.907
C 4.044 2.373 1.021
H 2.689 3.604 3.103
H 2.143 5.260 3.189
H 5.095 4.521 3.570
H 4.004 4.563 4.905
H 4.374 6.042 3.923
H 4.389 1.897 0.107
H 3.421 1.670 1.566
H 4.846 2.763 1.638
O -5.131 0.456 3.810
S -3.997 0.268 4.654
O -3.085 1.330 4.904
O -4.608 -0.245 6.026
C -3.680 -0.635 7.058
C -4.365 -0.431 8.395
C -3.108 -1.147 4.100
H -2.775 -0.029 7.010
H -3.444 -1.689 6.906
H -5.282 -1.022 8.445
H -4.640 0.607 8.571
H -3.724 -0.759 9.214
H -2.691 -0.910 3.121
H -3.775 -2.002 4.097
H -2.225 -1.267 4.727
O 1.890 -1.590 -3.041
S 0.648 -1.101 -3.553
O 0.050 0.072 -3.034
O 0.828 -0.908 -5.103
C 1.456 -1.956 -5.869
C 1.523 -1.494 -7.307
C -0.507 -2.423 -3.413
H 0.892 -2.887 -5.829
H 2.447 -2.136 -5.451
H 2.303 -0.767 -7.527
H 0.573 -1.022 -7.572
H 1.626 -2.370 -7.946
H -0.192 -3.219 -4.078
H -1.506 -2.080 -3.663
H -0.438 -2.778 -2.387
O 4.351 -1.296 -0.438
S 3.997 -2.138 0.652
O 5.024 -2.816 1.359
O 3.189 -1.244 1.676
C 3.193 -1.624 3.077
C 2.228 -0.689 3.769
C 2.743 -3.252 0.111
H 4.198 -1.493 3.471
H 2.909 -2.673 3.176
H 2.533 -0.543 4.807
H 1.180 -0.978 3.767
H 2.316 0.288 3.288
H 3.273 -4.111 -0.293
H 2.162 -2.717 -0.635
H 2.121 -3.535 0.956
O -7.664 -1.185 -1.348
S -7.039 -1.554 -0.132
O -7.608 -2.548 0.716
O -5.583 -2.049 -0.538
C -4.791 -2.715 0.484
C -3.529 -3.188 -0.177
C -6.683 -0.110 0.816
H -5.363 -3.554 0.874
H -4.601 -2.006 1.296
H -2.848 -3.520 0.610
H -3.051 -2.461 -0.824
H -3.767 -4.069 -0.779
H -7.558 0.531 0.797
H -5.848 0.372 0.311
H -6.406 -0.402 1.821
O -1.265 0.430 1.803
S -0.696 -0.407 0.804
O -0.476 -1.786 1.096
O -1.624 -0.373 -0.487
C -2.304 0.856 -0.788
C -3.478 0.506 -1.687
C 0.730 0.314 0.109
H -1.626 1.535 -1.306
H -2.673 1.336 0.117
H -3.135 0.042 -2.619
H -4.008 1.391 -2.042
H -4.153 -0.199 -1.206
H 0.501 1.282 -0.328
H 1.172 -0.300 -0.670
H 1.466 0.441 0.901

LUMO energy	0.2	eV
SMILES	CCOS(C)(=O)=O.CCOS(C)(=O)=O.CCOS(C)(=O)=O.CCOS(C)(=O)=O.CCOS(C)(=O)=O.CCOS(C)(=O)=O.CCOS(C)(=O)=O
orbital gap	11.049	eV

Results of the Löwdin charge analysis, in e, for atoms 1 through 4:
1 O -0.270
2 S 0.541
3 O -0.259
4 O -0.252



[4]
Here is a 15-piece molecular cluster, C3H35O15 overall from OMol25. Energies are from wB97M-V/def2-TZVPD.

Geometry (Å):
C -0.132 0.991 -0.116
C -0.748 -0.306 0.384
C -2.236 -0.120 0.562
O -0.557 -1.136 -0.784
H -0.715 1.328 -1.043
H 0.876 0.967 -0.402
H -0.208 1.648 0.725
H -0.196 -0.813 1.176
H -2.381 0.547 1.364
H -2.736 -1.005 0.787
H -2.848 0.266 -0.299
O -2.241 -3.800 3.321
H -1.784 -4.607 2.929
H -2.393 -3.118 2.659
O -2.782 -2.308 -1.864
H -2.321 -2.605 -2.667
H -2.137 -1.660 -1.539
O -1.560 2.357 -3.532
H -1.073 1.825 -2.889
H -2.239 1.688 -3.725
O -0.662 -3.379 0.704
H 0.011 -3.338 1.420
H -0.607 -2.490 0.360
O 1.332 1.929 -2.852
H 2.011 1.632 -2.283
H 1.612 2.814 -3.047
O 3.191 0.956 -1.402
H 4.127 0.898 -1.271
H 2.829 1.222 -0.583
O -3.235 -4.017 0.500
H -2.283 -3.987 0.492
H -3.531 -3.443 -0.204
O 0.860 -0.301 4.128
H 1.447 -0.108 4.886
H 1.402 -0.460 3.369
O 1.388 4.600 -1.004
H 0.707 3.939 -0.977
H 1.599 4.735 -0.074
O 0.203 2.189 2.899
H 0.031 1.319 3.272
H -0.682 2.297 2.549
O -0.318 -0.276 -3.310
H -0.410 -0.472 -2.324
H 0.220 0.495 -3.316
O 2.369 -0.555 1.509
H 1.758 -0.577 0.772
H 2.916 0.224 1.532
O 2.344 2.260 1.060
H 2.450 3.160 0.956
H 1.522 2.213 1.505
O 2.096 -1.564 -1.448
H 1.201 -1.348 -1.298
H 2.508 -0.707 -1.567

charge	-1
LUMO energy	1.9	eV
orbital gap	7.269	eV

Results of the natural (NBO) charge analysis, in e, for atoms 1 through 4:
1 C -0.606
2 C 0.056
3 C -0.631
4 O -1.014



[5]
Here is a 27-piece molecular cluster, C9H72O27 overall from OMol25. Energies are from wB97M-V/def2-TZVPD.

Geometry (Å):
C -2.377 -2.142 1.995
O -3.451 -2.230 1.022
H -2.699 -1.475 2.796
H -2.079 -3.090 2.442
H -1.474 -1.720 1.555
H -4.009 -3.009 1.065
C 2.906 0.474 5.145
O 2.202 -0.113 4.105
H 3.912 0.057 5.117
H 2.898 1.564 5.157
H 2.617 0.129 6.138
H 1.315 0.251 4.164
C -5.322 -0.688 -1.367
O -4.660 -0.288 -0.131
H -5.019 -1.609 -1.866
H -6.406 -0.670 -1.250
H -5.033 0.089 -2.074
H -4.192 -1.064 0.185
C -2.087 1.088 -4.317
O -2.758 0.123 -3.577
H -2.712 1.236 -5.198
H -2.036 2.039 -3.787
H -1.070 0.817 -4.602
H -3.584 -0.061 -4.032
C -3.419 2.038 2.286
O -4.599 2.053 1.512
H -3.642 1.596 3.257
H -2.669 1.432 1.778
H -3.098 3.074 2.391
H -4.740 1.141 1.246
C 1.306 -3.266 -4.804
O 1.219 -3.317 -6.220
H 0.759 -2.426 -4.374
H 1.142 -4.145 -4.180
H 2.351 -2.988 -4.669
H 0.613 -2.616 -6.470
C 1.565 -1.978 -1.675
O 0.296 -2.510 -1.328
H 1.964 -1.497 -0.782
H 2.250 -2.771 -1.979
H 1.530 -1.356 -2.570
H 0.403 -2.730 -0.400
C 0.681 3.862 0.973
O 0.394 2.653 1.713
H 1.539 3.789 0.305
H -0.141 4.047 0.280
H 0.767 4.716 1.645
H 0.339 1.979 1.031
C 1.707 2.945 -2.392
O 1.812 1.538 -2.245
H 0.763 3.351 -2.030
H 2.463 3.621 -1.994
H 1.733 3.173 -3.458
H 1.288 1.301 -1.477
O 3.371 -2.811 3.449
H 3.139 -1.888 3.547
H 2.970 -3.242 4.203
O -0.216 0.746 4.083
H -0.079 1.692 4.139
H -1.111 0.614 4.396
O -2.286 3.622 -1.634
H -2.205 2.684 -1.464
H -3.051 3.892 -1.127
O -2.550 -2.559 -2.218
H -1.621 -2.547 -1.990
H -2.994 -2.798 -1.404
O -2.386 0.879 -0.961
H -3.192 0.537 -0.574
H -2.378 0.527 -1.851
O -4.434 4.201 -0.192
H -5.342 4.467 -0.335
H -4.483 3.541 0.500
O 4.107 -2.163 0.841
H 3.612 -2.377 1.631
H 5.018 -2.341 1.073
O 0.089 0.610 -0.356
H 0.401 -0.257 -0.098
H -0.847 0.490 -0.519
O -0.842 5.885 -1.410
H -0.232 5.721 -2.129
H -1.416 5.119 -1.403
O 1.013 -1.472 1.566
H 1.009 -0.723 2.163
H 0.961 -2.236 2.139
O 1.195 3.470 4.169
H 2.077 3.238 3.878
H 0.618 3.114 3.494
O 4.495 3.293 0.457
H 3.946 2.511 0.399
H 5.045 3.258 -0.326
O 4.642 -1.184 -1.739
H 4.369 -1.446 -0.860
H 5.528 -1.534 -1.829
O -0.421 -4.799 0.768
H -1.226 -5.311 0.849
H -0.196 -4.562 1.668
O 3.539 0.351 -3.962
H 3.888 -0.048 -3.165
H 2.778 0.852 -3.667
O 4.031 0.582 1.479
H 3.376 0.478 2.168
H 3.914 -0.186 0.919
O 0.976 -5.167 -1.635
H 0.819 -4.223 -1.615
H 0.762 -5.465 -0.751
O 0.131 -3.748 3.342
H -0.275 -3.212 4.022
H 0.508 -4.490 3.814

LUMO energy	-1.1	eV
orbital gap	8.320	eV

Results of the Löwdin charge analysis, in e, for atoms 1 through 4:
1 C -0.076
2 O -0.118
3 H 0.081
4 H 0.062



Among the records above, which one has the highest orbital gap? C21H56O21S7